1.
Below is the molecule C26H36N4O5, with properties calculated with wB97M-V/def2-TZVPD.

Results
Gap between HOMO and LUMO (eV): 9.27
Energy above the lowest of the compared OMol25 structures with the same formula, charge and spin (kJ/mol): 60.5
SMILES: Cc1cc(NC(=O)CCC(=O)N(Cc2ccco2)C2(C(=O)NC3CCCCC3)CCCCC2)no1
Total energy (Eh): -1607.6065
Spin multiplicity: 1

Structure (XYZ):
```
71
C26H36N4O5 | the OMol25 dataset | wB97M-V/def2-TZVPD
C 2.654 2.514 -5.538
C 2.503 1.597 -4.383
C 2.333 0.247 -4.302
C 2.256 0.003 -2.904
N 2.374 1.125 -2.230
O 2.527 2.120 -3.144
N 2.074 -1.187 -2.244
C 1.826 -2.389 -2.841
O 1.801 -2.558 -4.038
C 1.537 -3.493 -1.839
C 0.124 -3.315 -1.272
C 0.084 -2.332 -0.106
O 1.121 -1.901 0.382
N -1.156 -2.057 0.377
C -2.222 -1.831 -0.600
C -1.764 -0.934 -1.710
C -1.847 -1.028 -3.069
C -1.247 0.148 -3.584
C -0.843 0.864 -2.501
O -1.150 0.217 -1.366
H -0.344 1.807 -2.404
H -1.131 0.410 -4.615
H -2.285 -1.824 -3.635
H -2.603 -2.772 -1.006
H -3.037 -1.321 -0.086
C -1.390 -1.563 1.756
C -2.741 -2.115 2.253
H -2.729 -3.202 2.140
C -3.025 -1.742 3.708
C -1.922 -2.222 4.638
C -0.594 -1.656 4.160
C -0.316 -2.089 2.723
H 0.679 -1.752 2.444
H -0.318 -3.181 2.664
H -0.622 -0.566 4.212
H 0.220 -2.005 4.798
H -2.127 -1.899 5.660
H -1.879 -3.314 4.632
H -3.115 -0.657 3.775
H -3.983 -2.177 3.998
H -3.566 -1.716 1.665
C -1.426 -0.017 1.691
O -2.464 0.611 1.794
N -0.231 0.543 1.475
H 0.568 -0.043 1.280
C -0.064 1.978 1.326
C -0.157 2.673 2.689
C 0.029 4.178 2.526
C 1.365 4.487 1.857
C 1.460 3.783 0.507
C 1.280 2.277 0.676
H 2.077 1.891 1.318
H 1.361 1.781 -0.292
H 2.426 3.984 0.042
H 0.682 4.168 -0.157
H 2.180 4.147 2.501
H 1.473 5.566 1.724
H -0.021 4.663 3.504
H -0.783 4.576 1.914
H -1.130 2.459 3.133
H 0.618 2.272 3.347
H -0.885 2.343 0.695
H -0.233 -4.269 -0.872
H -0.547 -3.018 -2.075
H 1.604 -4.446 -2.364
H 2.266 -3.471 -1.028
H 2.049 -1.137 -1.229
H 2.268 -0.478 -5.083
H 3.609 3.033 -5.481
H 2.606 1.948 -6.463
H 1.864 3.263 -5.528
```

2.
Below is a cluster of 2 separate species, Cl2NO in total, with properties calculated with wB97M-V/def2-TZVPD.

Results
Gap between HOMO and LUMO (eV): 5.66
Energy above the lowest of the compared OMol25 structures with the same formula, charge and spin (kJ/mol): 21.4
Total charge: -1
Total energy (Eh): -1050.3650
Spin multiplicity: 1

Structure (XYZ):
```
4
Cl2NO | the OMol25 dataset | wB97M-V/def2-TZVPD
N 0.184 1.052 0.015
O 1.206 1.252 0.518
Cl -1.850 -2.091 0.889
Cl 0.459 -0.213 -1.422
```

3.
Below is the molecule C3H6OS, with properties calculated with wB97M-V/def2-TZVPD.

Results
Gap between HOMO and LUMO (eV): 9.46
Energy above the lowest of the compared OMol25 structures with the same formula, charge and spin (kJ/mol): 119.4
SMILES: OC1CSC1
Total energy (Eh): -591.2875
Spin multiplicity: 1

Structure (XYZ):
```
11
C3H6OS | the OMol25 dataset | wB97M-V/def2-TZVPD
C -0.474 -0.007 -0.188
C 0.025 -0.101 1.234
C 0.793 -0.527 -0.881
H -1.481 1.746 -0.302
H -1.369 -0.673 -0.561
H 0.239 0.832 1.626
H -0.601 -0.692 1.847
H 1.163 0.277 -1.465
H 0.673 -1.418 -1.466
O -0.641 1.345 -0.551
S 1.673 -0.783 0.707
```

4.
Below is a cluster of 6 separate species, C20H50N2O6 in total, with properties calculated with wB97M-V/def2-TZVPD.

Results
Gap between HOMO and LUMO (alpha / beta) (eV): 6.95 / 2.75
Energy above the lowest of the compared OMol25 structures with the same formula, charge and spin (kJ/mol): 0.0
Total charge: +1
Expectation value of S²: 0.754
Total energy (Eh): -1352.5002
Spin multiplicity: 2

Structure (XYZ):
```
78
C20H50N2O6 | the OMol25 dataset | wB97M-V/def2-TZVPD
C -0.543 -3.143 -3.446
O -1.267 -3.420 -2.138
H -0.600 -3.881 -4.246
H -1.029 -2.290 -3.921
H 0.451 -2.717 -3.314
H -1.491 -4.352 -2.091
C 2.298 -4.759 -0.863
O 1.581 -3.604 -0.721
H 3.248 -4.675 -1.391
H 2.539 -5.040 0.162
H 1.681 -5.499 -1.374
H 0.633 -3.747 -0.672
O -0.715 -0.923 -1.132
H -0.670 -1.725 -1.654
H -1.556 -0.980 -0.678
O -4.258 -0.816 -0.714
H -4.592 0.003 -0.348
H -4.325 -1.445 0.004
C 0.160 -0.594 7.204
C 0.897 -1.576 6.297
C 0.260 -3.042 6.427
C -1.105 -3.181 5.716
C -0.962 -2.867 4.191
C -0.416 -1.388 3.943
N 0.738 -1.129 4.870
O 1.353 0.092 4.552
C 0.099 -1.340 2.487
C -1.566 -0.359 4.084
C 2.371 -1.628 6.756
H -0.854 -0.554 6.807
H 0.595 0.405 7.193
H 0.184 -0.969 8.228
H 1.043 -3.715 6.078
H -0.050 -3.205 7.459
H -1.865 -2.525 6.139
H -1.484 -4.179 5.933
H -1.906 -2.935 3.651
H -0.242 -3.596 3.818
H -0.699 -1.662 1.817
H 0.319 -0.314 2.192
H 1.027 -1.889 2.326
H -1.453 0.472 3.387
H -2.608 -0.639 3.929
H -1.604 0.189 5.025
H 2.822 -0.636 6.749
H 2.956 -2.385 6.233
H 2.332 -1.870 7.818
H 2.067 -0.264 4.017
C 1.805 1.221 -3.799
C 0.874 2.387 -3.705
C 1.809 3.488 -3.242
C 1.055 4.870 -3.278
C 0.469 5.163 -4.605
C -0.435 3.989 -5.096
N 0.223 2.669 -4.953
O -0.622 1.661 -5.312
C -1.832 4.037 -4.344
C -0.742 4.360 -6.573
C -0.108 1.998 -2.527
H 2.704 1.455 -4.370
H 1.243 0.399 -4.241
H 2.135 0.826 -2.838
H 2.159 3.294 -2.228
H 2.692 3.481 -3.881
H 1.706 5.715 -3.057
H 0.280 4.905 -2.513
H 1.335 5.446 -5.202
H -0.084 6.080 -4.402
H -1.804 4.103 -3.257
H -2.301 4.870 -4.868
H -2.554 3.286 -4.668
H -1.596 3.761 -6.888
H -1.077 5.396 -6.633
H -0.018 4.256 -7.382
H -0.566 1.033 -2.743
H -0.821 2.808 -2.376
H 0.524 1.907 -1.644
H -0.246 1.432 -6.165
```

5.
Below is a structure of composition C28H35CeN4O5S, with properties calculated with wB97M-V/def2-TZVPD.

Results
Gap between HOMO and LUMO (eV): 6.87
Energy above the lowest of the compared OMol25 structures with the same formula, charge and spin (kJ/mol): 95.5
Total charge: +1
Total energy (Eh): -2556.4323
Spin multiplicity: 1

Structure (XYZ):
```
74
C28H35CeN4O5S | the OMol25 dataset | wB97M-V/def2-TZVPD
Ce 0.348 -0.220 0.171
C -1.683 -3.035 0.947
N -1.883 -2.122 -0.204
C -1.868 -2.951 -1.429
C -1.647 -2.217 -2.740
C -0.222 -1.727 -2.961
N 0.043 -0.409 -2.359
C 0.497 0.476 -3.169
C 0.883 1.849 -2.911
C 1.417 2.567 -3.994
C 1.845 3.867 -3.847
C 1.739 4.467 -2.590
C 1.208 3.784 -1.512
C 0.768 2.473 -1.666
O 0.239 1.829 -0.623
C -3.244 -1.560 0.032
C -3.705 -0.367 -0.788
C -2.746 0.819 -0.718
N -1.920 0.726 0.484
C -1.876 1.702 1.297
C -0.998 1.761 2.465
C -0.956 2.964 3.184
C -0.141 3.120 4.281
C 0.660 2.050 4.687
C 0.632 0.853 4.001
C -0.197 0.695 2.899
O -0.192 -0.500 2.237
H -2.519 -3.739 1.027
H -1.622 -2.462 1.870
H -0.769 -3.604 0.822
H -2.802 -3.524 -1.475
H -1.067 -3.682 -1.312
H -2.338 -1.383 -2.865
H -1.882 -2.921 -3.541
H -0.009 -1.675 -4.031
H 0.475 -2.453 -2.538
H 0.655 0.178 -4.208
H 1.494 2.073 -4.956
H 2.258 4.410 -4.685
H 2.079 5.486 -2.451
H 1.123 4.242 -0.535
H -3.268 -1.272 1.082
H -3.969 -2.375 -0.081
H -4.669 -0.083 -0.358
H -3.913 -0.623 -1.826
H -3.286 1.768 -0.739
H -2.071 0.817 -1.575
H -2.491 2.588 1.123
H -1.587 3.781 2.853
H -0.125 4.055 4.823
H 1.312 2.156 5.544
H 1.249 0.015 4.298
N 1.304 -2.870 -0.147
H 1.127 -3.856 -0.296
H 1.798 -2.779 0.741
H 1.998 -2.587 -0.833
C 8.849 1.191 0.085
C 7.383 0.890 0.219
C 6.512 1.823 0.769
C 5.156 1.552 0.892
C 4.687 0.323 0.458
C 5.530 -0.639 -0.098
C 6.871 -0.340 -0.212
S 3.010 -0.021 0.649
O 2.803 -1.166 1.511
O 2.455 -0.367 -0.724
O 2.246 1.137 1.121
H 9.094 2.173 0.486
H 9.155 1.168 -0.963
H 9.449 0.450 0.615
H 6.895 2.778 1.105
H 4.478 2.280 1.315
H 5.150 -1.598 -0.428
H 7.543 -1.074 -0.640
```

Q: Among the records above, which one has the highest energy above the lowest of the compared OMol25 structures with the same formula, charge and spin?
A: C3H6OS

Q: Which of these has the highest total energy?
A: C3H6OS

Q: What is the energy above the lowest of the compared OMol25 structures with the same formula, charge and spin in the fourth record?
A: 0.0 kJ/mol